(1)
Below is a molecular structure, C21H15Cl2N3O2S3SeTc at a distorted geometry, with properties calculated with ωB97M-V/def2-TZVPD.

Computed properties:
**<S²>**: 3.7967
**HOMO energy (spin up / spin down)**: -14.393 / -14.405 eV
**Frontier orbital gap (spin up / spin down)**: 6.88 / 4.62 eV
**E**: -155665.693 eV
**Maximum force**: 1.4 eV/A
**Charge**: +2
**Spin multiplicity**: 4

Each line ends with the Mulliken spin population.
Element x y z (Å)
1 Tc 1.820 0.347 0.449  1.935
2 Cl 3.581 -0.564 -0.710  0.007
3 C 3.352 -0.300 -2.413  0.069
4 C 4.366 -0.566 -3.290  0.036
5 C 4.148 -0.326 -4.656  0.166
6 C 2.940 0.175 -5.111  -0.057
7 C 1.912 0.431 -4.219  0.160
8 Cl 0.424 1.032 -4.785  0.053
9 C 2.101 0.200 -2.827  0.059
10 S 0.838 0.537 -1.703  0.463
11 H 5.316 -0.941 -2.934  0.004
12 H 4.938 -0.544 -5.361  0.006
13 H 2.788 0.378 -6.162  0.001
14 C -2.909 -0.858 0.920  0.003
15 N -2.241 -1.842 0.079  -0.007
16 C -0.931 -2.087 0.044  0.010
17 Se 0.369 -1.440 1.276  0.054
18 N -0.699 -3.061 -0.849  0.005
19 C -1.890 -3.468 -1.421  0.000
20 C -2.190 -4.438 -2.372  0.001
21 C -3.521 -4.595 -2.693  -0.002
22 C -4.520 -3.815 -2.090  -0.001
23 C -4.224 -2.851 -1.151  0.001
24 C -2.881 -2.685 -0.823  -0.001
25 H -2.800 -1.117 1.972  -0.003
26 H -3.963 -0.837 0.664  0.001
27 H -2.486 0.129 0.764  -0.002
28 H 0.210 -3.457 -1.025  0.002
29 H -1.418 -5.047 -2.823  0.000
30 H -3.806 -5.340 -3.421  0.000
31 H -5.552 -3.982 -2.365  0.000
32 H -5.008 -2.263 -0.694  0.000
33 O -1.525 2.505 1.452  -0.001
34 S -0.623 1.996 2.431  0.004
35 O -1.008 0.826 3.163  0.005
36 N 0.898 1.646 1.701  -0.031
37 C 1.870 2.144 2.442  -0.001
38 S 3.391 1.480 2.078  0.039
39 C 1.466 3.084 3.468  0.012
40 C 2.267 3.848 4.302  0.001
41 C 1.645 4.732 5.174  -0.003
42 C 0.261 4.855 5.204  0.007
43 C -0.551 4.069 4.385  -0.002
44 C 0.077 3.196 3.534  0.005
45 H 3.346 3.768 4.263  -0.001
46 H 2.251 5.337 5.834  0.000
47 H -0.200 5.570 5.871  0.000
48 H -1.630 4.140 4.427  0.000

=====

(2)
Below is a molecular structure, C18H18F6N11O7S4Ti at a distorted geometry, with properties calculated with ωB97M-V/def2-TZVPD.

Computed properties:
**HOMO energy (spin up / spin down)**: -3.198 / -3.199 eV
**Frontier orbital gap (spin up / spin down)**: 5.06 / 5.06 eV
**E**: -132445.259 eV
**Maximum force**: 2.1 eV/A
**Charge**: -1

Each line ends with the Löwdin charge.
Element x y z (Å)
1 Ti 1.181 1.244 0.617  0.935
2 C 2.104 -1.078 -3.660  0.006
3 C 3.020 -0.237 -2.857  -0.314
4 N 4.207 0.176 -3.189  0.126
5 N 4.616 0.909 -2.107  0.041
6 C 3.721 0.936 -1.120  -0.704
7 S 3.781 1.634 0.423  0.743
8 N 2.697 0.210 -1.599  -0.090
9 N 1.499 0.039 -0.925  -0.079
10 H 2.565 -1.295 -4.620  0.084
11 H 1.160 -0.553 -3.817  0.086
12 H 1.885 -2.008 -3.132  0.057
13 H 5.494 1.397 -2.123  0.154
14 H 1.366 -0.972 -0.807  -0.013
15 H 0.013 0.671 -1.957  0.050
16 F 2.427 -1.916 5.191  0.158
17 C 1.582 -1.636 4.208  -0.678
18 F 0.414 -1.276 4.724  0.150
19 F 1.397 -2.725 3.460  0.130
20 S 2.319 -0.311 3.163  0.637
21 O 1.403 -0.244 2.002  -0.405
22 O 3.660 -0.708 2.938  -0.230
23 N 2.142 0.921 4.135  -0.264
24 S 1.467 2.279 3.713  0.660
25 O 1.812 3.358 4.566  -0.220
26 O 1.548 2.503 2.262  -0.399
27 C -0.348 2.069 4.009  -0.674
28 F -0.593 2.165 5.311  0.152
29 F -0.778 0.891 3.569  0.136
30 F -0.998 3.029 3.363  0.163
31 O -0.783 1.203 -2.161  0.028
32 C -0.981 2.022 -1.026  -0.526
33 C -2.456 2.382 -0.984  -0.075
34 C -3.038 1.141 -0.298  -0.064
35 C -1.881 0.566 0.505  -0.472
36 O -1.965 -0.362 1.295  0.031
37 N -0.741 1.256 0.210  0.029
38 H -2.839 2.563 -1.983  0.111
39 H -2.592 3.274 -0.375  0.129
40 H -3.356 0.387 -1.022  0.115
41 H -3.874 1.349 0.368  0.118
42 O 1.141 2.722 -0.445  -0.231
43 N -0.033 3.130 -0.982  -0.076
44 C 0.111 4.023 -2.117  -0.270
45 C 1.385 4.353 -2.573  -0.283
46 N 2.456 4.626 -2.938  0.077
47 C -1.036 4.543 -2.705  -0.288
48 N -2.017 4.957 -3.177  0.081
49 C -2.824 -3.232 2.079  -0.007
50 C -2.169 -3.228 0.741  -0.288
51 C -2.817 -3.196 -0.454  0.014
52 C -2.029 -3.125 -1.622  -0.310
53 N -0.714 -3.140 -1.610  0.114
54 C -0.059 -3.224 -0.421  -0.829
55 S 1.605 -3.276 -0.269  0.632
56 N -0.823 -3.250 0.719  0.110
57 C -2.694 -2.997 -2.959  -0.021
58 H -3.905 -3.226 1.974  0.087
59 H -2.518 -2.338 2.622  0.080
60 H -2.525 -4.114 2.649  0.091
61 H -3.896 -3.180 -0.499  0.121
62 H -0.302 -3.219 1.586  0.125
63 H -3.480 -3.744 -3.072  0.081
64 H -1.957 -3.109 -3.749  0.080
65 H -3.157 -2.012 -3.045  0.087

=====

(3)
Below is a molecular structure, C23H38AsLiN2OPSSe4 at a distorted geometry, with properties calculated with ωB97M-V/def2-TZVPD.

Computed properties:
**HOMO energy**: -2.817 eV
**Frontier orbital gap**: 4.68 eV
**E**: -372052.163 eV
**Maximum force**: 2.1 eV/A
**Charge**: -1

Each line ends with the Löwdin charge.
Element x y z (Å)
1 Li 2.975 0.155 -0.353  0.264
2 Se 5.475 0.640 -0.195  -0.281
3 Se 5.423 -1.070 1.349  -0.230
4 Se 2.898 -3.029 3.448  -0.150
5 Se 3.807 -0.921 3.049  -0.220
6 C 1.682 2.791 -3.836  -0.252
7 As 2.003 3.225 -1.949  0.731
8 C 3.892 3.589 -1.759  -0.290
9 C 1.078 4.948 -1.492  -0.261
10 S 1.207 1.777 -0.581  0.063
11 H 2.482 3.211 -4.426  0.016
12 H 0.689 3.214 -4.111  0.039
13 H 1.632 1.695 -3.985  0.042
14 H 4.025 4.680 -1.776  0.033
15 H 4.429 3.088 -2.563  0.031
16 H 4.286 3.131 -0.834  -0.032
17 H 1.259 5.655 -2.318  0.022
18 H 1.443 5.434 -0.553  0.048
19 H -0.014 4.825 -1.392  0.016
20 C -3.105 3.374 0.854  -0.098
21 C -2.906 2.022 0.057  -0.654
22 C -2.456 2.470 -1.356  -0.134
23 C -4.279 1.307 -0.078  -0.102
24 P -1.540 0.844 0.709  1.066
25 C -1.827 -0.640 -0.296  -0.370
26 C -1.231 -0.727 -1.579  -0.107
27 C -1.426 -1.861 -2.348  -0.092
28 C -2.240 -2.898 -1.928  -0.093
29 C -2.883 -2.764 -0.718  -0.102
30 C -2.744 -1.644 0.082  -0.105
31 C -1.792 0.530 2.603  -0.667
32 C -1.070 1.709 3.332  -0.095
33 C -3.269 0.456 3.034  -0.109
34 C -1.137 -0.813 2.927  -0.098
35 H -3.746 4.038 0.240  0.068
36 H -2.100 3.873 1.010  0.092
37 H -3.630 3.249 1.821  0.059
38 H -2.952 3.441 -1.590  0.080
39 H -2.791 1.735 -2.109  0.077
40 H -1.375 2.568 -1.445  0.007
41 H -5.003 1.992 -0.548  0.081
42 H -4.683 0.969 0.881  0.059
43 H -4.181 0.478 -0.775  0.062
44 H -0.614 0.119 -1.933  0.059
45 H -0.951 -1.930 -3.321  0.101
46 H -2.369 -3.791 -2.533  0.103
47 H -3.520 -3.540 -0.326  0.098
48 H -3.298 -1.601 1.040  0.094
49 H -1.650 2.627 3.330  0.059
50 H -0.065 1.855 2.901  0.076
51 H -0.926 1.464 4.377  0.073
52 H -3.800 1.394 2.780  0.053
53 H -3.355 0.329 4.134  0.090
54 H -3.770 -0.372 2.531  0.053
55 H -0.112 -0.890 2.539  0.066
56 H -1.698 -1.653 2.512  0.067
57 H -1.050 -0.932 3.988  0.079
58 N 2.601 -6.526 1.135  0.167
59 C 3.053 -6.004 -0.029  -0.478
60 O 3.572 -6.712 -0.917  0.006
61 C 2.817 -4.528 -0.178  -0.117
62 C 3.411 -3.868 -1.306  0.009
63 C 3.258 -2.504 -1.427  -0.147
64 N 2.548 -1.747 -0.529  -0.041
65 C 1.943 -2.365 0.473  -0.240
66 C 2.044 -3.750 0.670  -0.142
67 H 2.810 -7.515 1.292  0.119
68 H 2.376 -5.953 1.931  0.076
69 H 3.944 -4.446 -2.040  0.107
70 H 3.666 -2.002 -2.264  0.087
71 H 1.337 -1.746 1.160  0.075
72 H 1.491 -4.160 1.508  0.037